This record from the OMol25 dataset describes C18H21N5O3S in the gas phase at a distorted geometry. The level of theory is the ωB97M-V functional and the def2-TZVPD basis.

Output
charge	0
E	-43433.277	eV
LUMO level	0.36	eV
highest occupied orbital energy	-8.79	eV
energy relative to the best compared isomer or geometry (same formula, charge and spin)	73.63	kcal per mole
structure (SMILES)	Cc1cc(C)c(S(=O)(=O)NCCOc2ccccc2)c(C)c1-n1cnnn1

```
48
Properties=species:S:1:pos:R:3:forces:R:3
C 2.929569 4.167866 2.286083 -0.003 0.124 0.003
C 2.092992 3.153823 1.574038 0.043 -0.181 -0.113
C 0.739596 3.031675 1.832901 0.066 -0.149 -0.186
C -0.053105 2.083322 1.197288 -0.002 0.196 0.138
C 0.538531 1.238730 0.261217 -0.233 -0.336 -0.158
C 1.885269 1.356890 -0.076788 0.359 0.107 -0.027
C 2.650170 2.302447 0.616918 -0.948 0.076 0.146
N 4.028871 2.420630 0.349365 1.217 -0.840 0.020
C 5.012425 1.494852 0.467361 -0.312 0.569 0.018
N 6.145335 2.053589 0.136397 0.312 -1.153 0.240
N 5.857065 3.307873 -0.187315 0.678 0.779 -0.293
N 4.623190 3.547081 -0.066063 -1.171 0.753 -0.205
H 4.866299 0.487902 0.792139 -0.084 -0.265 0.079
C 2.511175 0.546729 -1.167727 0.153 -0.076 -0.278
H 1.827172 0.457147 -2.005806 0.151 -0.010 -0.045
H 3.436244 0.998865 -1.518109 -0.034 0.004 0.018
H 2.722649 -0.465887 -0.826823 0.051 -0.064 -0.064
S -0.534066 0.004271 -0.507593 -0.277 -0.069 0.386
O -1.611722 0.682876 -1.167993 -0.020 0.021 0.189
O 0.222920 -0.948078 -1.270221 0.195 0.055 0.307
N -1.156254 -0.775668 0.853169 0.189 0.559 -0.799
H -2.166938 -0.723782 0.838183 -0.163 0.225 -0.110
C -0.736212 -2.146730 1.047154 -0.032 -0.626 -0.192
H 0.330204 -2.204853 0.832383 -0.026 -0.203 0.144
C -1.499773 -3.097884 0.122285 0.459 -0.026 0.009
O -2.871503 -2.915486 0.406367 -0.145 0.066 0.082
C -3.802296 -3.439628 -0.445648 -0.274 -0.016 -0.035
C -3.516720 -4.265227 -1.525194 0.313 0.102 0.185
C -4.550463 -4.737684 -2.318159 -0.144 -0.011 -0.033
C -5.863136 -4.402005 -2.045828 -0.037 -0.101 -0.138
C -6.147214 -3.583144 -0.963931 0.036 0.029 0.039
C -5.127412 -3.103696 -0.168763 0.195 0.020 0.064
H -5.330276 -2.464218 0.676239 -0.026 0.075 0.097
H -7.168969 -3.314372 -0.740775 -0.078 0.028 0.027
H -6.660744 -4.774480 -2.670139 -0.061 -0.034 -0.055
H -4.318785 -5.376830 -3.157353 0.023 -0.046 -0.062
H -2.501263 -4.545699 -1.756483 0.098 -0.008 -0.003
H -1.276065 -2.829292 -0.916535 -0.082 -0.126 0.106
H -1.198832 -4.137656 0.307531 -0.039 0.085 -0.044
H -0.921270 -2.413156 2.091336 0.095 0.019 -0.076
C -1.506076 2.018198 1.534897 -0.192 0.162 0.178
H -1.826675 2.953834 1.986838 -0.019 0.039 0.007
H -1.687425 1.211564 2.242674 -0.052 0.012 0.063
H -2.092867 1.829332 0.641304 -0.171 0.107 0.116
H 0.285293 3.693116 2.555249 -0.073 0.066 0.076
H 3.768193 3.690464 2.792745 0.075 0.013 0.019
H 2.336730 4.702160 3.022512 -0.035 0.015 0.071
H 3.339750 4.882904 1.574454 0.025 0.031 0.090
```
Forces are in eV/Å.

Results of the Löwdin charge analysis, in e, for atoms 1 through 8: atom 1 (C): -0.0321, atom 2 (C): -0.1801, atom 3 (C): 0.0131, atom 4 (C): -0.2287, atom 5 (C): -0.1596, atom 6 (C): -0.1513, atom 7 (C): -0.1237, atom 8 (N): -0.0752

***

This record from the OMol25 dataset describes C18H21N5O6 in the gas phase at a distorted geometry. The level of theory is the ωB97M-V functional and the def2-TZVPD basis.

Output
charge	0
E	-38736.272	eV
LUMO level	-1.25	eV
highest occupied orbital energy	-9.47	eV
energy relative to the best compared isomer or geometry (same formula, charge and spin)	58.08	kcal per mole
structure (SMILES)	CCC(=O)N1C[C@@]2(CC(c3cccc([N+](=O)[O-])c3)=NO2)C[C@H]1C(=O)NCC(N)=O

```
50
Properties=species:S:1:pos:R:3:forces:R:3
O -0.286935 3.948632 -1.793831 -0.212 -0.732 -0.843
O 2.087434 -3.751489 -2.374685 -1.180 0.533 -1.231
O -1.857451 -0.178067 -3.039391 -0.224 0.155 -0.171
O 0.569185 1.981283 7.078824 -0.991 3.124 -2.243
O -0.164926 4.078934 7.075954 1.098 -2.511 -2.476
N -0.070124 -0.894041 2.720268 2.074 3.974 -0.674
O 0.218150 -2.013417 1.851783 0.789 2.633 0.387
C -0.679038 2.890964 -2.278113 -1.099 0.194 2.019
C 0.971944 -3.291945 -2.648693 0.995 -1.681 2.321
C -0.922503 -0.428947 -2.308319 1.326 0.517 -0.012
C 0.610863 4.078437 2.932771 -0.131 2.509 -0.254
C 0.604822 2.906920 2.220844 0.528 -2.511 0.999
C 0.361706 4.203821 4.318475 1.281 -1.271 -0.751
C 0.265639 1.819665 4.368007 0.538 -4.350 0.048
C 0.502307 1.690816 3.021742 -1.260 0.260 -3.507
C 0.321753 3.014769 5.032590 -0.907 1.202 -0.930
C 0.423579 0.327018 2.226366 -1.247 -4.720 1.274
N -1.988236 2.496984 -2.375256 -1.351 1.665 0.929
N 0.093225 0.498764 -2.000904 -0.518 -3.018 0.054
N 0.462672 -2.426801 -1.643132 -0.597 -0.197 -1.018
N 0.227821 3.047264 6.444006 -0.150 -0.978 5.663
C 0.252073 1.769785 -2.687036 0.058 -0.593 -1.627
C -0.866525 -4.972315 -3.297559 1.256 -1.161 -1.151
C 0.066315 -3.860489 -3.790342 0.200 1.437 1.515
C 0.935234 0.040573 0.793821 -0.646 -0.760 1.763
C 1.236205 -2.288522 -0.398512 1.663 0.398 -0.263
C -0.855244 -1.763901 -1.568557 0.631 0.500 0.950
C -0.950261 -1.377057 -0.050509 -1.062 -0.605 -1.450
C 0.444749 -1.435643 0.533615 -2.427 2.006 0.445
H 0.833695 5.042869 2.419292 -0.450 -0.934 0.184
H 0.747520 2.809621 1.125454 -0.067 0.531 0.912
H 0.422681 5.148820 4.825062 -0.157 0.195 0.039
H 0.129624 0.763888 4.783286 0.135 2.018 0.462
H -2.798324 3.111159 -1.987607 2.382 -1.520 -0.999
H -2.148590 1.504236 -2.570044 -0.347 0.635 -0.254
H 0.934819 -0.007624 -1.573309 -1.592 1.578 -1.314
H 1.256269 1.996298 -2.433531 0.888 0.997 -0.293
H 0.103554 1.691010 -3.811603 0.480 -0.304 1.154
H -1.505742 -5.398628 -4.108825 0.583 0.554 0.456
H -1.498028 -4.571123 -2.565254 -0.981 0.091 1.385
H -0.217096 -5.821949 -2.930522 -0.900 0.946 -0.050
H 0.676446 -4.292010 -4.552102 0.699 0.321 -0.554
H -0.435249 -2.942036 -4.094749 -0.559 -0.359 -0.793
H 0.609725 0.825191 0.109436 0.178 -0.522 0.089
H 1.974042 -0.136893 0.813950 1.772 0.920 0.051
H 2.264716 -1.833030 -0.551259 -1.071 -0.677 -0.154
H 1.388230 -3.231936 0.097751 0.199 -0.656 -0.103
H -1.726345 -2.348865 -1.890989 0.504 -0.058 -0.073
H -1.402271 -0.412771 0.019581 -0.188 0.840 0.178
H -1.624108 -2.008221 0.511755 0.056 -0.613 -0.090
```
Forces are in eV/Å.

Results of the Löwdin charge analysis, in e, for atoms 1 through 8: atom 1 (O): 0.0285, atom 2 (O): 0.0427, atom 3 (O): 0.0673, atom 4 (O): 0.0468, atom 5 (O): 0.0546, atom 6 (N): 0.1310, atom 7 (O): -0.0776, atom 8 (C): -0.5324